C55H64FN2O2PSSi2 as an isolated structure in a non-equilibrium geometry, computed with wB97M-V/def2-TZVPD.

Each line ends with the Mulliken charge.
Positions of all 128 atoms, in Å:
N: 0.1055 -1.6716 6.2454  -0.484
C: 0.8726 -1.1175 5.2164  -0.409
C: 0.5378 -1.6227 3.6805  0.386
Si: -0.9592 -0.6944 2.8600  0.739
F: -1.9437 -1.9612 2.0642  -0.258
C: -2.1462 0.0391 4.2432  -0.431
C: -2.8945 1.4226 3.7893  -0.549
C: -4.2036 1.2356 2.8252  0.556
C: -4.8196 -0.1678 2.2507  -0.091
C: -6.1469 -0.2658 1.2377  -0.371
C: -6.9340 1.1194 0.8108  -0.375
C: -6.3715 2.5670 1.4140  -0.400
C: -5.0173 2.6259 2.3812  -0.600
O: -0.4907 0.6239 1.8066  -0.331
Si: 0.6080 0.1360 0.5310  0.266
S: 0.6874 -1.9963 0.1471  -0.502
C: 2.4463 0.6994 0.7840  -0.748
C: 2.4331 2.3055 1.5582  0.117
C: 1.1609 3.3463 1.0003  -0.548
O: 2.7516 3.5116 0.6160  -0.448
P: -0.2364 1.0350 -1.3411  0.142
N: 0.8753 1.7947 -2.2370  -0.463
H: -0.6076 -2.3345 5.8408  0.296
H: 1.7513 -0.3612 5.4831  0.234
H: 1.5417 -1.5387 3.0788  0.084
H: 0.2617 -2.7786 3.7680  -0.060
H: -1.5592 0.2846 5.2481  0.105
H: -2.9162 -0.8157 4.5379  0.360
H: -2.0884 2.1819 3.3694  0.219
H: -3.2929 1.9268 4.7956  0.422
H: -4.3346 -1.1908 2.5416  -0.023
H: -6.4745 -1.3332 0.8634  0.285
H: -7.8592 1.0211 0.0979  0.279
H: -6.9949 3.5257 1.1070  0.268
H: -4.7092 3.7053 2.7457  0.245
H: -0.5989 -2.4204 -0.3169  0.216
H: 2.9795 -0.0141 1.5521  0.433
H: 3.0545 0.8315 -0.2068  0.411
H: 2.7435 2.3663 2.7726  0.284
H: 0.9356 3.4090 -0.1459  0.254
H: 0.9488 4.1568 1.8166  0.310
H: -0.8562 0.0086 -2.1669  0.086
H: -1.2927 1.9639 -0.9436  0.081
H: 1.7993 1.7055 -1.7614  0.068
C: 0.3539 3.3268 -7.2045  -0.751
C: -0.9497 3.7046 -7.5248  -0.302
C: -1.9340 3.7227 -6.5371  -0.426
C: -1.6120 3.3721 -5.2257  -0.382
C: -0.3075 2.9979 -4.9046  -0.144
C: 0.6747 2.9709 -5.8943  -0.502
H: 1.1200 3.3095 -7.9753  0.421
H: -1.1990 3.9844 -8.5454  0.441
H: -2.9512 4.0107 -6.7884  0.385
H: -2.3779 3.3909 -4.4548  0.394
H: -0.0564 2.7263 -3.8822  0.391
H: 1.6896 2.6740 -5.6450  0.453
C: -4.8005 -5.5612 2.9994  -0.465
C: -4.4425 -6.6827 3.7469  -0.395
C: -3.1703 -6.7684 4.3115  -0.491
C: -2.2585 -5.7270 4.1366  -0.286
C: -2.6178 -4.6038 3.3922  0.030
C: -3.8869 -4.5223 2.8198  -0.526
H: -5.7910 -5.4963 2.5567  0.362
H: -5.1555 -7.4911 3.8889  0.358
H: -2.8893 -7.6454 4.8883  0.376
H: -1.2686 -5.7914 4.5807  0.308
H: -1.9077 -3.7915 3.2574  0.278
H: -4.1646 -3.6495 2.2353  0.356
C: 0.5724 -2.6818 -7.8728  -0.414
C: 0.3565 -1.5064 -7.1541  -0.537
C: 0.0187 -0.3307 -7.8237  -0.013
C: -0.1131 -0.3328 -9.2126  -0.448
C: 0.0991 -1.5092 -9.9310  -0.384
C: 0.4461 -2.6827 -9.2622  -0.406
H: 0.8390 -3.5971 -7.3509  0.370
H: 0.4525 -1.5065 -6.0712  0.435
H: -0.1429 0.5865 -7.2640  0.325
H: -0.3812 0.5822 -9.7342  0.386
H: -0.0052 -1.5110 -11.0132  0.353
H: 0.6167 -3.5977 -9.8226  0.354
C: -1.2729 1.9649 8.0445  -0.349
C: -1.8703 3.1857 8.3569  -0.414
C: -2.9104 3.2369 9.2845  -0.408
C: -3.3468 2.0674 9.9076  -0.305
C: -2.7468 0.8472 9.5980  -0.512
C: -1.7130 0.7947 8.6635  -0.236
H: -0.4647 1.9249 7.3190  0.390
H: -1.5256 4.0979 7.8763  0.366
H: -3.3802 4.1873 9.5227  0.361
H: -4.1540 2.1078 10.6342  0.357
H: -3.0859 -0.0639 10.0850  0.371
H: -1.2495 -0.1569 8.4184  0.377
C: 5.4094 -3.2213 -2.4242  -0.366
C: 4.3661 -2.8845 -1.5623  -0.556
C: 3.2485 -2.2077 -2.0499  0.518
C: 3.1698 -1.8760 -3.4027  -0.732
C: 4.2115 -2.2160 -4.2654  -0.361
C: 5.3332 -2.8847 -3.7760  -0.446
H: 6.2817 -3.7458 -2.0432  0.354
H: 4.4244 -3.1492 -0.5095  0.414
H: 2.4388 -1.9395 -1.3767  -0.019
H: 2.2968 -1.3528 -3.7838  0.434
H: 4.1493 -1.9589 -5.3200  0.411
H: 6.1470 -3.1446 -4.4472  0.353
C: 3.5690 -5.9968 3.8021  -0.560
C: 4.6866 -5.2671 4.2062  -0.381
C: 4.5383 -4.1878 5.0768  -0.447
C: 3.2723 -3.8441 5.5516  -0.481
C: 2.1551 -4.5762 5.1505  -0.213
C: 2.3023 -5.6497 4.2725  -0.263
H: 3.6846 -6.8357 3.1209  0.381
H: 5.6740 -5.5393 3.8416  0.375
H: 5.4085 -3.6153 5.3862  0.385
H: 3.1571 -3.0061 6.2340  0.434
H: 1.1687 -4.3093 5.5218  0.416
H: 1.4311 -6.2164 3.9558  0.378
C: 2.3333 7.0800 -7.7137  -0.472
C: 3.5282 7.7901 -7.8261  -0.353
C: 4.4926 7.6969 -6.8230  -0.402
C: 4.2659 6.8850 -5.7113  -0.385
C: 3.0725 6.1720 -5.6009  -0.482
C: 2.1041 6.2725 -6.5995  -0.204
H: 1.5804 7.1556 -8.4940  0.362
H: 3.7077 8.4173 -8.6957  0.349
H: 5.4208 8.2556 -6.9076  0.347
H: 5.0194 6.8085 -4.9319  0.355
H: 2.8967 5.5381 -4.7352  0.433
H: 1.1722 5.7212 -6.5104  0.467

Computed properties:
2S+1 = 1
electronic energy = -103733.4106 eV
frontier orbital gap = 0.312 Ha
E_HOMO = -8.564 eV
LUMO level = -0.08 eV